10
Properties=species:S:1:pos:R:3:forces:R:3 method="wB97M-V/def2-TZVPD" mol_weight_g_mol=220.10 orbital_gap_ev=9.3 fmax_ev_per_a=3.158 e_above_lowest_kcal_mol=17.6
C -0.245 0.722 -1.046 1.58 2.73 -0.24
C 0.515 -0.361 -0.375 0.43 -0.27 1.52
S -1.077 -0.164 2.531 0.71 0.52 -0.99
S 0.769 -0.039 1.533 0.03 0.08 -0.94
I 2.474 -0.507 -1.146 0.24 -0.24 0.11
H 0.156 1.694 -0.567 -0.86 -1.25 -0.96
H -1.201 0.538 -0.691 -2.32 0.34 0.40
H -0.266 0.891 -2.170 0.36 -0.88 1.39
H 0.017 -1.322 -0.342 0.20 -0.23 -0.56
H -1.143 -1.451 2.272 -0.37 -0.79 0.25